Formula: C23H35BCl2N3O2
Source: the OMol25 dataset
Level of theory: the ωB97M-V functional and the def2-TZVPD basis

```
! wB97M-V def2-TZVPD RIJCOSX def2/J DEFGRID3
* xyz -1 1
C -6.3897 2.6077 3.3649
C -4.9225 2.3102 3.5346
C -4.1808 3.0641 4.6175
C -4.2956 1.4330 2.7348
C -2.8708 1.5870 2.2662
C -2.9091 1.6865 0.7152
C -2.6612 0.3112 0.0558
C -3.4578 0.2057 -1.2680
C -1.1640 0.1066 -0.1833
C -0.8876 -1.1997 -0.9291
C 0.5700 -1.5850 -1.0025
C 0.9548 -2.8147 -0.4019
C 2.2283 -3.2729 -0.4242
C 2.6624 -4.5577 0.2469
Cl 1.2589 -5.6649 0.5067
C 3.3656 -4.3931 1.6142
C 4.9012 -4.3954 1.5239
Cl 2.8621 -2.8821 2.4458
C 3.2144 -2.5235 -1.1110
N 4.4849 -3.0034 -1.1870
C 5.3207 -2.2653 -1.8667
C 4.9590 -1.0396 -2.4665
N 3.7532 -0.5509 -2.3837
C 2.8404 -1.2962 -1.7060
C 1.5156 -0.8102 -1.6261
B 1.1851 0.6248 -2.2674
O 0.3048 0.6793 -3.3401
N 1.7609 1.8269 -1.6769
C 2.7828 2.4439 -2.5687
C 0.7627 2.8416 -1.2846
H -6.9527 2.4920 4.2953
H -6.4645 3.6444 3.0316
H -6.8035 1.9604 2.5938
H -4.8631 3.7330 5.1415
H -3.7267 2.3582 5.3093
H -3.3740 3.6890 4.2270
H -4.8079 0.5355 2.3933
H -2.4300 2.4937 2.6712
H -2.2739 0.7063 2.5212
H -3.8996 2.0448 0.4402
H -2.1410 2.3731 0.3579
H -3.0579 -0.4610 0.7253
H -4.2992 0.8940 -1.2904
H -3.8032 -0.8156 -1.4251
H -2.8040 0.4715 -2.1021
H -0.8609 0.9364 -0.8227
H -0.6293 0.0858 0.7674
H -1.4066 -2.0036 -0.3969
H -1.2986 -1.1899 -1.9387
H 0.1831 -3.3804 0.1012
H 3.3308 -5.0822 -0.4287
H 3.0782 -5.2010 2.2773
H 5.2511 -4.8875 0.6205
H 5.3249 -4.8841 2.4002
H 5.2593 -3.3693 1.5159
H 6.3457 -2.6117 -1.9563
H 5.6976 -0.4648 -3.0146
H 0.7258 0.5569 -4.1955
H 3.0572 1.8172 -3.4167
H 3.7032 2.5527 -1.9805
H 2.5146 3.4446 -2.9253
H 0.3055 2.5742 -0.3295
H 1.3142 3.7609 -1.0886
H 0.0306 3.0913 -2.0566
O 0.9793 4.7867 -4.1161
H 0.8471 3.8743 -3.8386
*
```

Its calculated total energy is -58705.577 eV. The LUMO energy comes out at 1.68 eV. The value obtained for the HOMO energy is -2.5 eV.